C48H67FGe2N4O3RbSiTe as an isolated structure in a non-equilibrium geometry, computed with ωB97M-V/def2-TZVPD.

Total charge: -2
E_tot in a.u.: -7149.17097
ΔE to the lowest compared entry with this formula, charge and spin in kcal/mol: 16.85
Multiplicity: 2

```
128
Properties=species:S:1:pos:R:3:forces:R:3
Rb 11.9056 16.6422 15.0344 -0.22 -0.11 -0.22
O 6.5630 13.0909 14.2329 1.84 -1.29 0.09
H 5.9709 13.7948 14.3389 -1.44 1.61 0.17
H 7.4018 13.4511 14.5748 -0.38 -0.32 -0.28
O 14.7888 15.7682 13.9557 0.69 0.06 -0.85
H 15.2013 16.5299 13.4726 -0.41 -0.52 0.32
H 15.0950 15.0536 13.3476 -0.59 0.15 0.90
O 13.8564 15.7742 16.6158 1.29 -0.14 1.64
H 14.2320 15.6969 17.5227 -0.73 0.10 -0.79
H 14.6388 15.5932 16.0765 -0.20 -0.13 -0.70
N 16.2532 17.4004 12.3103 2.55 0.02 -0.09
N 16.3604 17.2973 10.8782 -0.27 -0.13 0.02
H 17.2224 17.1268 12.6220 -1.50 0.17 -0.01
H 16.1523 18.3630 12.6162 -0.15 0.26 -0.13
H 16.8401 18.0762 10.4436 0.02 0.23 0.25
H 15.4235 17.2972 10.5220 -0.50 -0.04 -0.25
F 10.8586 16.5085 12.6232 -0.01 0.19 -0.37
C 8.1201 21.5275 23.2257 -0.68 1.44 -1.08
C 8.5199 20.9537 21.9045 -1.28 -0.73 0.19
C 7.7131 19.9015 21.3755 1.77 1.57 0.99
C 8.2176 19.2683 20.2903 0.04 -0.77 -3.14
C 7.2668 18.2685 19.6361 0.16 -0.16 -0.26
C 9.4601 19.6209 19.6283 -0.92 0.08 0.63
Te 10.1208 18.5544 17.8559 -0.12 0.61 1.00
C 10.1360 20.7577 20.1356 -0.08 -1.34 -2.14
C 11.3895 21.2140 19.4361 -0.04 0.24 0.83
C 9.6206 21.4221 21.2026 0.07 0.60 2.08
H 7.2215 22.1566 23.0733 0.34 0.08 0.16
H 8.9210 22.1573 23.5934 0.02 0.04 0.50
H 7.7889 20.7866 23.9139 0.20 -0.72 0.73
H 6.7607 19.5600 21.7928 0.41 0.38 0.17
H 6.2643 18.3520 20.1169 0.64 -0.25 -0.35
H 7.6954 17.2682 19.7955 -0.40 0.03 -0.18
H 7.1647 18.4063 18.5233 0.21 -0.02 1.10
H 12.1347 20.4337 19.7285 -0.04 0.85 -0.66
H 11.6906 22.2530 19.7880 -0.19 -1.27 -0.51
H 11.1696 21.1603 18.3554 0.63 0.18 0.39
H 10.2197 22.2657 21.6084 -0.58 -0.47 -0.13
C 17.2183 11.8168 18.2287 0.16 -0.96 0.04
C 16.4383 10.7143 17.8040 -0.20 0.21 -0.38
C 15.6783 10.7881 16.6039 1.59 -0.18 0.27
C 15.9479 11.8233 15.6578 0.53 -0.15 0.80
C 16.8270 12.8717 16.0778 -0.93 -0.08 0.68
C 17.3264 12.9178 17.4009 -0.61 0.42 -1.85
Si 15.0197 11.9716 14.0325 -1.47 1.66 0.69
C 16.2867 12.6398 12.8097 -0.09 0.33 -0.65
C 15.7922 13.4051 11.7057 2.19 -0.60 -0.07
C 16.6852 13.8727 10.6980 -0.69 -0.36 1.11
C 18.0443 13.5293 10.7868 0.19 -0.09 -0.07
C 18.5359 12.8666 11.9206 -0.37 -0.43 0.60
C 17.6625 12.4536 12.9508 0.60 0.06 -0.57
C 14.5531 10.2377 13.5358 -0.14 -0.28 0.05
C 15.4917 9.3490 12.9946 -1.11 0.98 0.02
C 15.0647 8.0925 12.6255 1.51 -0.28 -0.57
C 13.7534 7.7122 12.7789 -1.54 -1.13 -0.25
C 12.8201 8.5328 13.4517 0.54 0.21 -0.11
C 13.2082 9.8240 13.7764 1.88 -0.81 0.11
H 17.8872 11.7776 19.0996 -0.72 -0.12 -0.06
H 16.4608 9.7681 18.3824 -0.25 0.76 -0.26
H 15.0565 9.9196 16.3130 0.29 0.66 0.20
H 16.9760 13.7276 15.3842 -0.02 -0.60 0.64
H 17.7380 13.8659 17.7233 0.57 -0.18 0.17
H 14.7263 13.5416 11.6672 -0.31 0.33 -0.21
H 16.2971 14.5506 9.9315 0.29 -0.50 0.02
H 18.7386 13.7177 9.9510 -0.42 0.26 0.51
H 19.5938 12.5973 12.0410 -0.34 0.28 -0.36
H 18.0506 11.9294 13.8563 -0.25 0.45 -0.89
H 16.4917 9.7138 12.7348 -0.22 -0.31 0.41
H 15.8923 7.4769 12.2310 -1.02 -0.27 -0.19
H 13.3802 6.7886 12.2777 0.48 0.47 0.84
H 11.8340 8.2031 13.7921 0.23 -0.17 -0.64
H 12.5700 10.4784 14.3357 -0.37 0.39 -0.03
C 11.1063 14.9149 17.9344 0.45 0.28 -0.78
C 10.3630 14.6923 19.2656 -0.52 0.14 0.35
N 9.1938 13.8241 19.0087 0.76 0.16 0.28
C 8.3243 14.5591 18.1399 -2.01 -0.40 -1.91
C 9.0355 15.0538 16.8337 -0.97 1.78 0.30
N 10.3270 14.4635 16.7075 1.04 -0.66 1.74
C 10.2152 12.9920 16.8839 0.42 0.85 -0.81
C 9.6907 12.6570 18.2752 -0.16 -1.03 0.53
H 12.0342 14.3196 17.9210 -0.16 0.50 -0.06
H 11.3002 15.9926 17.7953 0.22 -0.52 0.22
H 10.0551 15.6116 19.8016 -0.21 -0.08 -0.87
H 10.9764 14.2270 20.0272 0.45 -0.53 -0.10
H 7.8163 15.3885 18.6335 0.30 0.01 0.22
H 7.5002 13.8867 17.7696 0.54 0.25 0.68
H 9.1782 16.1786 16.9458 -0.32 -1.28 -0.49
H 8.4342 14.8336 15.9208 0.24 0.22 0.55
H 11.2392 12.6595 16.7415 0.02 -0.53 -0.08
H 9.5915 12.5803 16.0839 0.03 0.06 0.03
H 10.5070 12.2011 18.8601 -0.34 0.15 0.00
H 8.8838 11.9056 18.2107 0.17 0.27 0.07
C 11.0550 21.4314 13.7849 -0.43 0.93 -0.28
Ge 9.5553 20.2996 13.1047 -0.06 1.57 0.44
C 8.5089 21.5987 11.9883 0.27 -0.19 -0.45
C 8.4708 19.4841 14.5162 -0.66 -0.73 -0.75
Ge 10.3581 18.3939 12.0652 1.34 -1.12 -0.04
C 11.8811 18.9673 10.8955 -1.36 -2.76 -0.47
C 12.4908 20.2027 10.8970 -0.46 0.79 2.38
C 13.3894 20.5659 9.9312 0.43 -0.99 -0.34
C 13.6428 19.6531 8.9082 0.31 0.47 -1.38
C 13.0590 18.3924 8.8572 0.25 0.01 1.66
C 12.2486 17.9907 9.9329 0.21 0.78 -1.13
C 8.8873 17.6519 10.9532 0.77 1.80 -1.12
C 8.4450 16.3402 10.9223 1.03 -0.95 0.84
C 7.4041 15.9151 10.1044 -0.21 -0.75 -0.28
C 6.7943 16.8272 9.2263 0.44 -0.49 0.32
C 7.3820 18.0787 9.1148 -0.07 1.02 -0.73
C 8.4218 18.5376 9.9585 -1.99 -1.91 -0.30
H 10.7330 22.1680 14.5256 -0.30 -0.34 0.32
H 11.3969 22.1102 12.9710 0.10 -0.75 0.30
H 11.8551 20.8501 14.2313 0.25 -0.01 -0.15
H 9.1553 22.0314 11.1994 -0.22 -0.49 0.21
H 8.0911 22.4520 12.4917 -0.25 0.37 0.64
H 7.6828 21.0476 11.5348 0.04 0.09 -0.18
H 8.4557 18.3957 14.2801 0.03 0.54 0.14
H 7.4307 19.8119 14.3898 0.14 0.12 0.45
H 8.8468 19.5543 15.5294 -0.13 0.37 0.12
H 12.2753 20.8008 11.8340 0.42 -0.29 -1.65
H 13.9961 21.4394 10.0143 0.03 0.73 -0.09
H 14.2621 19.9625 8.0536 -0.01 -0.13 0.49
H 13.3767 17.6714 8.1252 -0.11 -0.07 -0.43
H 11.8834 16.9545 9.8903 -0.17 0.60 0.52
H 9.0862 15.6625 11.5469 -1.15 0.35 -0.55
H 7.1489 14.8282 10.0732 -0.02 1.07 0.20
H 5.9211 16.5523 8.6135 0.64 0.06 0.22
H 7.0483 18.7199 8.2679 0.10 -0.25 0.85
H 8.7039 19.5540 9.7970 0.69 0.44 0.29
```
Forces are in eV/Å.

Atomic partial charges in e from the Mulliken method, atoms 1 to 99: 0.713 -0.671 0.305 0.402 -0.246 0.419 0.086 -0.193 0.206 0.121 -0.558 -0.445 0.244 0.259 0.235 0.166 -0.587 -1.569 0.996 -1.143 1.579 -1.171 -0.980 0.098 1.141 -1.264 -1.135 0.283 0.359 0.370 0.248 0.287 0.046 0.243 0.251 0.322 0.146 0.172 -0.485 -0.397 -0.532 0.422 -0.452 -0.488 -0.664 0.427 -0.785 -0.302 -0.532 -0.612 0.178 0.163 -0.058 -0.363 -0.479 -0.364 -0.611 0.297 0.310 0.295 0.347 0.362 0.484 0.261 0.321 0.333 0.326 0.266 0.291 0.259 0.353 0.462 0.305 -0.734 -0.177 -0.522 0.708 -0.061 -0.626 -0.549 0.118 -0.144 0.101 0.362 0.123 0.166 -0.564 -0.088 0.380 0.243 0.312 0.339 -1.469 0.990 -1.474 -0.854 0.120 0.082 0.390